[1]
The following is a DFT calculation (ωB97M-V with the def2-TZVPD basis set) of the molecule C16H21ClN2O5S.

Values from the calculation:
total charge: 0
ΔE to the lowest compared entry with this formula, charge and spin: 0.448 eV
max |F|: 0.97 eV Å⁻¹

Last column: Löwdin charge in e.
Positions of all 46 atoms, in Å:
C  -6.960  -0.557  -1.731  0.04
C  -5.977  -0.577  -0.599  -0.52
O  -5.850  0.292  0.230  0.07
O  -5.253  -1.699  -0.602  0.02
C  -4.355  -1.931  0.480  -0.05
C  -2.976  -1.282  0.271  -0.42
O  -1.972  -1.945  0.170  0.10
N  -3.038  0.074  0.251  0.13
C  -1.981  0.959  0.066  -0.21
C  -0.754  0.571  -0.469  0.01
C  0.257  1.499  -0.613  -0.25
S  1.854  0.981  -1.247  0.69
O  1.670  -0.216  -2.017  -0.27
O  2.470  2.107  -1.888  -0.28
N  2.653  0.715  0.189  -0.24
C  2.314  -0.509  0.881  -0.18
C  2.945  -1.768  0.278  -0.18
C  4.357  -2.086  0.780  -0.20
C  5.269  -0.872  0.990  -0.21
C  5.106  0.238  -0.050  -0.17
C  3.996  1.227  0.317  -0.20
C  0.086  2.821  -0.254  -0.05
C  -1.135  3.229  0.254  -0.08
C  -2.155  2.306  0.416  -0.57
Cl  -3.677  2.830  1.054  0.75
H  -7.048  0.453  -2.120  0.09
H  -6.650  -1.248  -2.508  0.09
H  -7.934  -0.860  -1.351  0.10
H  -4.223  -3.013  0.529  0.14
H  -4.796  -1.554  1.411  0.14
H  -3.937  0.512  0.465  0.07
H  -0.591  -0.446  -0.786  0.11
H  1.226  -0.593  0.832  0.11
H  2.599  -0.393  1.931  0.13
H  2.944  -1.643  -0.804  0.09
H  2.301  -2.619  0.503  0.12
H  4.821  -2.763  0.060  0.11
H  4.289  -2.623  1.729  0.11
H  6.303  -1.225  0.981  0.11
H  5.090  -0.445  1.980  0.10
H  4.903  -0.183  -1.035  0.12
H  6.037  0.805  -0.114  0.11
H  4.133  1.568  1.351  0.13
H  4.041  2.093  -0.345  0.11
H  0.900  3.512  -0.395  0.12
H  -1.303  4.258  0.529  0.11

[2]
The following is a DFT calculation (ωB97M-V with the def2-TZVPD basis set) of a cluster of 8 separate species, C37H97N7O11 in total in a non-equilibrium geometry.

Values from the calculation:
total charge: 0
ΔE to the lowest compared entry with this formula, charge and spin: 6.128 eV
max |F|: 3.47 eV Å⁻¹

Last column: Löwdin charge in e.
Positions of all 152 atoms, in Å:
C  5.830  4.508  -16.748  -0.10
O  6.789  4.626  -17.753  -0.18
C  8.118  4.694  -17.370  -0.24
C  8.862  4.916  -18.642  -0.50
C  10.279  4.635  -18.649  -0.09
N  8.729  6.339  -18.812  0.05
H  4.841  4.499  -17.207  0.08
H  5.784  5.249  -15.950  0.09
H  6.102  3.541  -16.326  0.09
H  8.461  5.391  -16.605  0.14
H  8.420  3.741  -16.935  0.12
H  8.388  4.360  -19.451  0.15
H  10.417  3.563  -18.507  0.08
H  10.837  5.092  -17.832  0.09
H  10.798  4.865  -19.580  0.09
H  9.182  6.593  -19.678  0.07
H  7.736  6.516  -18.864  0.06
C  3.161  10.754  -28.666  -0.10
O  1.967  10.192  -29.216  -0.20
C  1.427  10.859  -30.310  -0.20
C  0.283  10.012  -30.949  -0.44
C  -1.035  9.959  -30.219  -0.08
N  0.595  8.614  -31.053  0.03
H  3.294  11.830  -28.783  0.08
H  4.094  10.345  -29.052  0.09
H  3.175  10.676  -27.579  0.08
H  1.005  11.808  -29.978  0.12
H  2.301  11.024  -30.940  0.12
H  0.090  10.393  -31.952  0.13
H  -0.828  9.740  -29.171  0.08
H  -1.704  9.246  -30.699  0.09
H  -1.521  10.930  -30.314  0.08
H  1.592  8.466  -30.994  0.07
H  0.317  8.237  -30.158  0.06
C  1.460  3.759  -26.142  -0.15
O  0.877  4.574  -25.220  -0.19
C  0.193  5.723  -25.707  -0.20
C  0.503  6.956  -24.868  -0.37
C  -0.569  8.062  -25.077  -0.06
N  1.822  7.570  -25.247  0.05
H  2.330  4.265  -26.560  0.09
H  0.808  3.433  -26.953  0.09
H  1.744  2.826  -25.656  0.09
H  0.290  5.785  -26.791  0.12
H  -0.862  5.460  -25.630  0.12
H  0.761  6.562  -23.885  0.13
H  -1.588  7.858  -24.748  0.07
H  -0.723  8.548  -26.041  0.07
H  -0.317  8.924  -24.459  0.07
H  2.447  6.790  -25.395  0.05
H  1.621  7.964  -26.155  0.06
C  7.607  11.526  -19.889  -0.09
O  7.973  10.375  -20.647  -0.21
C  7.828  10.436  -22.091  -0.18
C  8.582  11.480  -22.815  -0.49
C  8.208  11.606  -24.226  -0.09
N  10.043  11.318  -22.763  0.04
H  8.458  12.051  -19.454  0.09
H  7.148  11.080  -19.007  0.08
H  6.914  12.139  -20.464  0.09
H  7.969  9.481  -22.598  0.13
H  6.750  10.564  -22.188  0.12
H  8.591  12.538  -22.555  0.14
H  8.129  10.631  -24.708  0.07
H  8.760  12.318  -24.840  0.09
H  7.200  12.020  -24.219  0.08
H  10.228  10.906  -21.859  0.06
H  10.454  10.560  -23.287  0.07
C  4.054  16.753  -13.832  -0.08
O  3.069  15.844  -14.410  -0.20
C  3.067  14.623  -13.741  -0.24
C  2.030  13.692  -14.453  -0.21
N  2.680  12.891  -15.454  -0.07
C  2.552  13.483  -16.804  -0.18
C  3.164  12.374  -17.709  -0.21
O  2.017  11.520  -17.784  -0.21
C  2.379  10.235  -18.397  -0.08
H  4.055  17.717  -14.341  0.08
H  5.050  16.353  -14.019  0.08
H  3.924  16.914  -12.762  0.08
H  2.877  14.804  -12.683  0.11
H  4.043  14.155  -13.861  0.11
H  1.188  14.303  -14.777  0.11
H  1.498  13.074  -13.729  0.11
H  2.253  11.977  -15.421  0.10
H  3.167  14.381  -16.738  0.11
H  1.573  13.798  -17.162  0.12
H  4.014  11.920  -17.199  0.12
H  3.425  12.728  -18.707  0.11
H  2.373  10.209  -19.486  0.08
H  1.647  9.516  -18.029  0.08
H  3.380  9.871  -18.164  0.06
C  5.211  8.594  -25.054  -0.06
O  4.932  7.174  -24.976  -0.22
C  5.753  6.523  -24.079  -0.24
C  4.736  5.724  -23.222  -0.16
N  3.731  6.668  -22.638  -0.06
C  3.136  6.368  -21.301  -0.17
C  4.089  6.384  -20.014  -0.17
O  4.272  7.719  -19.516  -0.20
C  5.325  8.562  -20.010  -0.08
H  4.429  8.822  -25.778  0.07
H  6.195  8.851  -25.447  0.08
H  4.928  9.049  -24.105  0.09
H  6.233  7.205  -23.377  0.10
H  6.563  5.915  -24.482  0.11
H  5.086  5.106  -22.395  0.11
H  4.165  5.013  -23.820  0.10
H  3.079  7.075  -23.293  0.06
H  2.490  5.492  -21.265  0.09
H  2.518  7.266  -21.278  0.11
H  4.999  5.843  -20.271  0.10
H  3.515  5.701  -19.388  0.10
H  5.242  9.626  -19.791  0.08
H  5.472  8.302  -21.059  0.07
H  6.272  8.222  -19.591  0.07
C  4.390  4.616  -35.713  -0.14
O  5.141  4.014  -34.743  -0.21
C  6.534  4.260  -34.835  -0.20
C  7.312  3.848  -33.515  -0.18
N  6.995  4.897  -32.519  -0.06
C  7.438  4.413  -31.213  -0.23
C  6.885  5.142  -30.012  -0.27
O  7.701  5.013  -28.869  -0.18
C  7.147  5.751  -27.802  -0.11
H  4.396  5.688  -35.519  0.09
H  3.385  4.194  -35.692  0.10
H  4.850  4.477  -36.691  0.09
H  6.682  5.292  -35.155  0.12
H  6.911  3.605  -35.620  0.11
H  8.377  3.947  -33.722  0.11
H  7.081  2.834  -33.188  0.11
H  5.990  4.852  -32.611  0.10
H  8.513  4.302  -31.073  0.13
H  7.024  3.420  -31.037  0.11
H  5.805  5.013  -29.930  0.13
H  6.955  6.153  -30.412  0.11
H  7.244  6.750  -28.226  0.09
H  7.858  5.501  -27.014  0.09
H  6.147  5.483  -27.462  0.09
C  -0.794  4.668  -20.951  -0.03
C  -0.720  4.874  -19.384  -0.51
C  -0.941  3.599  -18.636  -0.08
O  0.574  5.165  -19.058  -0.05
H  -1.815  4.656  -21.332  0.08
H  -0.159  3.828  -21.231  0.08
H  -0.311  5.466  -21.516  0.06
H  -1.457  5.656  -19.205  0.13
H  -0.804  3.429  -17.568  0.08
H  -0.293  2.822  -19.040  0.08
H  -1.963  3.273  -18.832  0.08
H  0.672  5.605  -18.210  0.10

[3]
The following is a DFT calculation (ωB97M-V with the def2-TZVPD basis set) of a cluster of 5 separate species, C26H34O12 in total in a non-equilibrium geometry.

Values from the calculation:
total charge: 0
DFT total energy: -1914.03529 Eh
max |F|: 2.41 eV Å⁻¹

Last column: Löwdin charge in e.
Positions of all 72 atoms, in Å:
C  6.337  -1.468  -2.012  -0.05
O  6.354  -0.613  -3.151  0.00
C  5.983  0.670  -2.898  -0.54
O  6.720  1.576  -3.211  0.17
O  4.746  0.927  -2.370  0.03
C  4.728  1.008  -0.943  -0.08
C  3.566  0.188  -0.377  -0.30
O  3.690  -0.300  0.735  0.08
C  2.271  -0.021  -1.093  -0.17
C  1.643  1.013  -1.746  -0.01
C  0.434  0.755  -2.338  -0.06
C  -0.135  -0.491  -2.281  -0.06
C  0.532  -1.510  -1.654  -0.08
C  1.739  -1.282  -1.056  -0.02
H  6.803  -2.418  -2.271  0.10
H  5.310  -1.692  -1.693  0.09
H  6.860  -1.051  -1.145  0.10
H  5.639  0.610  -0.493  0.12
H  4.624  2.039  -0.582  0.15
H  2.094  1.998  -1.767  0.13
H  -0.060  1.588  -2.838  0.09
H  -1.103  -0.639  -2.742  0.11
H  0.110  -2.496  -1.586  0.09
H  2.249  -2.092  -0.549  0.12
O  0.167  3.930  -3.291  0.10
C  -0.982  4.152  -3.040  -0.50
C  -2.152  4.059  -3.998  -0.07
C  -3.252  4.800  -3.246  -0.15
C  -2.858  4.555  -1.801  -0.15
O  -1.418  4.478  -1.805  0.03
H  -2.402  3.006  -4.146  0.13
H  -1.912  4.528  -4.949  0.12
H  -4.257  4.457  -3.481  0.12
H  -3.200  5.868  -3.470  0.12
H  -3.251  3.612  -1.425  0.10
H  -3.176  5.361  -1.143  0.13
O  -5.175  2.402  -1.347  0.11
C  -5.143  1.451  -0.619  -0.48
C  -5.292  1.450  0.889  -0.07
C  -4.770  0.065  1.260  -0.16
C  -5.101  -0.744  0.016  -0.15
O  -4.999  0.188  -1.073  0.04
H  -6.347  1.573  1.139  0.13
H  -4.702  2.244  1.338  0.12
H  -5.208  -0.345  2.169  0.12
H  -3.688  0.106  1.398  0.12
H  -6.118  -1.143  0.037  0.13
H  -4.404  -1.564  -0.146  0.10
O  -2.083  -2.573  -0.841  0.11
C  -1.755  -3.203  0.126  -0.47
C  -2.654  -3.644  1.266  -0.07
C  -1.646  -4.026  2.348  -0.15
C  -0.450  -4.465  1.524  -0.14
O  -0.497  -3.659  0.330  0.01
H  -3.246  -4.499  0.935  0.13
H  -3.304  -2.832  1.582  0.11
H  -2.001  -4.792  3.034  0.12
H  -1.385  -3.145  2.936  0.10
H  -0.508  -5.517  1.233  0.13
H  0.491  -4.293  2.040  0.12
O  0.519  -2.595  4.347  0.11
C  1.290  -1.696  4.529  -0.47
C  2.170  -1.034  3.491  -0.08
C  3.176  -0.280  4.351  -0.15
C  2.365  0.013  5.603  -0.15
O  1.456  -1.097  5.732  0.03
H  1.561  -0.360  2.888  0.13
H  2.650  -1.776  2.860  0.12
H  3.579  0.613  3.879  0.12
H  4.013  -0.935  4.597  0.12
H  1.779  0.931  5.514  0.13
H  2.984  0.076  6.495  0.12

[4]
The following is a DFT calculation (ωB97M-V with the def2-TZVPD basis set) of a structure of composition C28H56F4N3O3Si2TeV in a non-equilibrium geometry.

Values from the calculation:
total charge: +1
ΔE to the lowest compared entry with this formula, charge and spin: 1.838 eV
spin multiplicity: 2
max |F|: 1.23 eV Å⁻¹

Last column: Löwdin spin population.
Positions of all 98 atoms, in Å:
V  -0.527  -0.126  0.555  1.32
C  -3.528  -2.336  -0.256  0.00
O  -2.413  -1.761  -0.915  0.00
C  -2.674  -1.484  -2.276  0.00
C  -1.424  -0.843  -2.838  0.00
O  -0.980  0.206  -2.000  0.01
C  -1.384  1.521  -2.349  0.00
C  -2.500  2.017  -1.464  0.00
O  -2.100  1.887  -0.107  0.00
C  -3.051  2.511  0.748  0.00
H  -3.818  -3.280  -0.726  0.00
H  -4.389  -1.661  -0.261  0.00
H  -3.224  -2.522  0.771  0.00
H  -3.543  -0.821  -2.372  0.00
H  -2.890  -2.405  -2.831  0.00
H  -1.599  -0.490  -3.856  0.00
H  -0.622  -1.581  -2.870  0.00
H  -1.699  1.581  -3.393  0.00
H  -0.521  2.172  -2.221  0.00
H  -3.428  1.454  -1.620  0.00
H  -2.690  3.069  -1.702  0.00
H  -3.044  3.594  0.599  0.00
H  -2.774  2.273  1.769  0.00
H  -4.059  2.135  0.547  0.00
C  1.311  -2.203  -0.745  0.00
N  0.672  -1.954  0.569  0.00
C  -0.198  -3.123  0.826  0.00
C  1.672  -1.899  1.661  0.01
C  2.853  -0.960  1.388  0.00
N  2.439  0.148  0.555  0.02
C  3.349  0.649  -0.322  0.00
C  2.912  1.283  -1.513  0.00
F  1.587  1.199  -1.803  0.00
C  3.744  1.859  -2.441  0.00
F  3.211  2.426  -3.532  0.00
C  5.114  1.816  -2.275  0.00
C  5.589  1.156  -1.159  0.00
F  6.910  1.064  -0.984  0.00
C  4.754  0.602  -0.209  0.00
F  5.311  0.040  0.884  0.00
H  2.001  -3.050  -0.674  0.00
H  1.860  -1.336  -1.091  0.00
H  0.538  -2.450  -1.471  0.00
H  0.376  -4.050  0.742  0.00
H  -1.006  -3.140  0.097  0.00
H  -0.612  -3.056  1.826  0.00
H  2.068  -2.905  1.839  0.00
H  1.132  -1.573  2.550  0.00
H  3.647  -1.528  0.899  0.00
H  3.239  -0.633  2.362  0.00
H  5.790  2.246  -2.998  0.00
C  2.143  5.509  1.282  0.00
Si  0.281  5.198  1.289  0.00
C  -0.268  5.020  -0.515  0.00
C  -0.596  6.666  2.085  0.00
C  -0.193  3.621  2.242  -0.01
Te  0.908  1.998  1.266  -0.03
C  2.350  2.160  2.846  0.00
Si  2.095  1.757  4.690  0.00
C  1.995  -0.111  4.932  0.00
C  0.618  2.593  5.519  0.00
C  3.618  2.486  5.532  0.00
H  2.355  6.459  0.787  0.00
H  2.682  4.727  0.740  0.00
H  2.559  5.576  2.289  0.00
H  0.186  5.800  -1.130  0.00
H  -1.351  5.105  -0.631  0.00
H  0.049  4.056  -0.919  0.00
H  -0.392  7.577  1.519  0.00
H  -0.247  6.828  3.106  0.00
H  -1.679  6.533  2.123  0.00
H  -1.272  3.499  2.222  0.00
H  0.111  3.701  3.283  0.00
H  2.590  3.225  2.791  0.00
H  3.235  1.631  2.492  0.00
H  1.305  -0.572  4.224  0.00
H  1.651  -0.353  5.939  0.00
H  2.973  -0.579  4.803  0.00
H  -0.349  2.323  5.097  0.00
H  0.712  3.681  5.488  0.00
H  0.605  2.305  6.573  0.00
H  4.555  2.100  5.127  0.00
H  3.601  2.264  6.601  0.00
H  3.639  3.573  5.424  0.00
C  -1.846  0.206  4.076  -0.01
C  -2.329  -0.691  2.923  -0.03
C  -2.343  -2.141  3.436  -0.01
C  -3.768  -0.287  2.507  -0.01
N  -1.442  -0.510  1.810  -0.26
H  -2.611  0.262  4.850  0.00
H  -1.631  1.208  3.700  0.00
H  -0.935  -0.201  4.516  0.00
H  -3.001  -2.194  4.302  0.00
H  -1.346  -2.444  3.757  0.00
H  -2.706  -2.841  2.684  0.00
H  -4.494  -0.982  2.926  0.00
H  -3.862  -0.295  1.421  0.00
H  -4.003  0.712  2.868  0.00